# 1
48
Properties=species:S:1:pos:R:3 method="wB97M-V/def2-TZVPD" orbital_gap_ev=8.2 fmax_ev_per_a=0.592 smiles="CC(=O)N1CCN(c2ccc(NC(=O)c3ccccc3C)cc2)CC1" total_energy_ev=-29679.6085 e_homo_ev=-7.59 mol_weight_g_mol=337.423
C 2.28734 0.09112 -2.62734
C 2.46768 1.02886 -1.45439
O 1.73118 1.98059 -1.27686
N 3.52279 0.79014 -0.63241
C 4.27070 -0.44144 -0.53623
C 4.06717 -1.02046 0.89243
N 2.87740 -0.47791 1.50580
C 1.62611 -0.92412 1.08711
C 0.46265 -0.40439 1.66629
C -0.79193 -0.79564 1.25446
C -0.94160 -1.73361 0.23763
N -2.18884 -2.11500 -0.26916
C -3.31857 -1.37646 -0.47771
O -4.30337 -1.90478 -0.95560
C -3.29144 0.06112 -0.07457
C -4.18738 0.44805 0.91950
C -4.23343 1.75751 1.35525
C -3.38769 2.69586 0.78536
C -2.52366 2.32123 -0.22519
C -2.46352 1.00721 -0.67902
C -1.53456 0.68352 -1.80861
C 0.20382 -2.34035 -0.26463
C 1.46100 -1.94924 0.15164
C 3.06266 0.93826 1.76754
C 3.70301 1.62751 0.53509
H 1.87395 -0.85615 -2.28496
H 1.57678 0.54599 -3.31231
H 3.22610 -0.08269 -3.14679
H 3.92935 -1.14505 -1.29117
H 5.33430 -0.23599 -0.71034
H 4.90809 -0.73799 1.53237
H 4.01806 -2.10883 0.87367
H 0.52978 0.30992 2.47125
H -1.65913 -0.37158 1.73276
H -2.24198 -3.05175 -0.65335
H -4.84026 -0.29723 1.35023
H -4.92496 2.04532 2.13310
H -3.41118 3.72179 1.12287
H -1.87294 3.05394 -0.67975
H -1.57589 -0.36512 -2.08729
H -0.51308 0.94519 -1.53471
H -1.80269 1.27980 -2.68053
H 0.11201 -3.11974 -1.00888
H 2.31091 -2.45817 -0.27436
H 3.70927 1.05404 2.64410
H 2.10341 1.40162 1.97936
H 3.22494 2.58690 0.33909
H 4.77652 1.78003 0.67957



# 2
8
Properties=species:S:1:pos:R:3 method="wB97M-V/def2-TZVPD" orbital_gap_ev=7.9 total_charge=-1 fmax_ev_per_a=2.477 total_energy_ev=-14486.2857 e_homo_ev=-3.32 mol_weight_g_mol=79.015
C -0.13618 1.04742 0.07166
O -0.43388 -1.71764 -1.34322
O 1.23113 0.57680 2.36355
P 1.29056 0.61532 0.86961
H -0.99122 -1.78835 -0.53369
H -1.07116 1.50346 0.61800
H -0.16974 0.86439 -0.98599
H 0.28050 -1.10140 -1.05991



# 3
21
Properties=species:S:1:pos:R:3 method="wB97M-V/def2-TZVPD" orbital_gap_ev=10.4 total_charge=+1 fmax_ev_per_a=5.283 total_energy_ev=-12352.8263 e_homo_ev=-13.16 mol_weight_g_mol=139.182
C 0.82141 -2.31023 -0.21728
C 0.87785 -0.62929 -1.65261
C 0.20775 -1.21713 0.37107
C -0.03573 1.30447 -0.42514
C -0.32208 -0.96799 1.71855
C -0.78265 0.88720 1.79786
N 0.37292 -0.20742 -0.51154
N 1.16907 -1.93744 -1.45361
N -0.38455 1.72858 -1.68752
N -1.16197 1.30740 0.52573
H 1.15376 -3.28581 0.15339
H 0.99117 -0.13867 -2.55903
H 1.00730 1.72179 -0.08722
H -1.30130 -1.41917 2.03177
H 0.32616 -0.91029 2.57991
H -1.75238 1.01269 2.39951
H 0.25179 1.35224 2.21039
H 1.81552 -2.51195 -1.95075
H -0.52054 2.65114 -1.80953
H -1.26081 1.32633 -1.94986
H -1.47270 2.24357 0.51592



# 4
14
Properties=species:S:1:pos:R:3 method="wB97M-V/def2-TZVPD" orbital_gap_ev="6.9 / 7.6" fmax_ev_per_a=2.271 total_energy_ev=-33500.8478 e_homo_ev="-9.25 / -9.30" mol_weight_g_mol=171.199
C 3.19780 -0.41746 -0.03636
C 2.09658 -0.80607 -0.56282
N -3.09079 0.33043 0.21782
O 0.29952 1.43577 1.37409
O -0.29056 1.83181 -0.98016
O -1.55564 -1.36085 1.25191
O -1.59912 -1.11138 -1.19808
S 0.12118 0.89702 0.04435
S -1.65971 -0.51022 0.10140
H 4.13119 -0.96671 -0.13654
H 3.27702 0.48549 0.55253
H 1.56861 -1.51075 -1.15067
H -3.27575 0.91537 -0.58113
H -3.22031 0.78754 1.10364



# 5
30
Properties=species:S:1:pos:R:3 method="wB97M-V/def2-TZVPD" orbital_gap_ev=8.8 fmax_ev_per_a=9.225 smiles=c1cc[nH]c1.c1cc[nH]c1.c1cc[nH]c1 total_energy_ev=-17152.9193 e_homo_ev=-7.94 mol_weight_g_mol=201.273
C 21.97400 21.90100 8.27000
C 23.04400 21.63400 7.22000
C 24.27500 21.64400 7.86200
N 24.05400 21.85400 9.20200
C 22.74100 22.21500 9.39900
H 20.85600 22.10300 8.19800
H 22.97400 21.51700 6.12200
H 25.23400 21.71200 7.51400
H 24.90800 21.95400 9.77300
H 22.52000 22.48800 10.35400
C 23.08400 22.82700 2.72800
C 22.23000 23.80100 3.50100
C 21.71300 24.73000 2.59100
N 22.52800 24.51000 1.47200
C 23.21700 23.36300 1.43900
H 23.26500 21.81100 3.16200
H 22.01900 23.38900 4.42800
H 20.92200 25.47200 2.76000
H 22.53800 25.18700 0.62100
H 23.65600 22.88800 0.66000
C 26.43000 22.66200 10.71500
C 25.35900 22.94400 11.73800
C 24.71900 21.85700 12.21300
N 25.64000 20.87400 11.79300
C 26.66100 21.29000 10.98700
H 26.88900 23.14000 10.00000
H 24.85800 23.87600 11.88300
H 23.75800 21.74400 12.75200
H 25.38700 19.95200 11.96200
H 27.38800 20.57900 10.40100



# 6
11
Properties=species:S:1:pos:R:3 method="wB97M-V/def2-TZVPD" orbital_gap_ev=9.4 fmax_ev_per_a=6.463 total_energy_ev=-28245.7313 e_homo_ev=-9.38 mol_weight_g_mol=112.987
C 0.98385 0.21794 -0.60306
C 0.26405 0.01673 0.75101
C -1.01543 -0.69132 0.27054
H 2.21994 0.20046 -0.23391
H 0.45401 1.52950 -0.72878
H 0.82274 -0.56955 -2.03684
H 0.66795 -0.66672 1.64443
H -2.16318 -0.01590 0.81780
H -0.89242 -1.72627 0.07477
Cl -0.11074 1.74706 1.49978
Cl -1.23079 -0.04193 -1.45573



# 7
15
Properties=species:S:1:pos:R:3 method="wB97M-V/def2-TZVPD" orbital_gap_ev=9.9 fmax_ev_per_a=3.851 smiles="C=C.NCN" total_energy_ev=-6250.8666 e_homo_ev=-8.86 mol_weight_g_mol=74.127
C -1.77455 0.88018 -1.09930
C -2.25672 -0.40129 -1.18697
H -1.01946 1.24780 -1.93979
H -2.33723 1.65090 -0.50695
H -1.60005 -1.17447 -1.47188
H -3.14524 -0.73550 -0.65107
N 0.46472 0.62812 1.25998
C 1.16674 -0.02062 0.16002
N 2.01668 -0.99360 0.71365
H 1.16220 0.87443 1.99421
H -0.20700 0.02312 1.82700
H 1.71857 0.96714 -0.29337
H 0.45477 -0.42167 -0.66971
H 1.84150 -1.88791 0.21005
H 2.94928 -0.73512 0.44353



# 8
73
Properties=species:S:1:pos:R:3 method="wB97M-V/def2-TZVPD" orbital_gap_ev=9.0 total_charge=+1 fmax_ev_per_a=3.905 total_energy_ev=-40557.0026 e_homo_ev=-11.07 mol_weight_g_mol=422.563
Na -17.65425 -5.25464 14.41061
C -12.80804 -5.84518 10.03718
O -13.01289 -7.22008 10.44903
C -14.35755 -7.63786 10.36523
C -15.38769 -6.86391 11.27130
N -15.32185 -7.23014 12.64994
C -14.08465 -6.87419 13.41164
C -14.21591 -7.49233 14.86673
O -15.12863 -6.72221 15.56971
C -14.91295 -6.68453 16.93335
H -11.77583 -5.83795 9.68707
H -12.87902 -5.13432 10.86043
H -13.30253 -5.56001 9.10860
H -14.34760 -8.69226 10.64136
H -14.74460 -7.63610 9.34626
H -16.36874 -7.24205 10.98382
H -15.35779 -5.78479 11.12061
H -15.24602 -8.23723 12.66131
H -13.78679 -5.82831 13.33743
H -13.29135 -7.48260 12.97734
H -13.20200 -7.41228 15.25874
H -14.43553 -8.55970 14.89085
H -14.78544 -7.62906 17.46223
H -15.84227 -6.30868 17.36138
H -14.06721 -6.02394 17.12423
C -19.77493 -3.95041 11.86524
O -18.33403 -3.61568 12.21605
C -18.02536 -2.26578 12.06971
C -16.50106 -1.90145 12.38876
N -16.15564 -2.20316 13.80072
C -14.72305 -1.78277 14.03734
C -14.41037 -1.88852 15.52471
O -15.49237 -1.43462 16.26766
C -15.47915 -1.66283 17.74384
H -20.50773 -4.01001 12.66995
H -19.83520 -4.95195 11.43936
H -20.22651 -3.27438 11.13919
H -18.67309 -1.58175 12.61802
H -18.27664 -1.97524 11.04964
H -16.46576 -0.81208 12.39931
H -15.88352 -2.37146 11.62335
H -16.67010 -1.54721 14.37095
H -14.55257 -0.72726 13.82535
H -14.16270 -2.39751 13.33291
H -13.48845 -1.38822 15.82113
H -14.20822 -2.92703 15.78689
H -14.49797 -1.58784 18.21263
H -15.98719 -2.61269 17.91047
H -16.17986 -0.89364 18.06859
C -22.86557 -8.69085 12.34772
O -22.01084 -8.81979 13.43819
C -20.60519 -8.80124 13.32739
C -20.04881 -8.66364 14.67936
N -20.29237 -7.27238 15.13158
C -20.13800 -7.13988 16.55620
C -20.48400 -5.67752 17.13665
O -19.49010 -4.76398 16.73499
C -19.87201 -3.46632 17.17014
H -23.95153 -8.69851 12.44116
H -22.64384 -9.62081 11.82416
H -22.54464 -7.74344 11.91467
H -20.23279 -8.00770 12.67953
H -20.28007 -9.73414 12.86686
H -18.96887 -8.80009 14.62257
H -20.52597 -9.40327 15.32227
H -21.23343 -7.07566 14.82205
H -19.12251 -7.37067 16.87809
H -20.84878 -7.81080 17.03865
H -20.74755 -5.75804 18.19124
H -21.45470 -5.56576 16.65357
H -20.91406 -3.21555 16.97176
H -19.09793 -2.78020 16.82644
H -19.72622 -3.62474 18.23867



# 9
11
Properties=species:S:1:pos:R:3 method="wB97M-V/def2-TZVPD" orbital_gap_ev=5.8 total_charge=-1 fmax_ev_per_a=2.253 total_energy_ev=-5269.9899 e_homo_ev=-1.11 mol_weight_g_mol=59.088
O 2.47613 -1.05865 0.49440
H 2.21104 -0.82658 1.39439
C -0.52845 0.54004 0.95274
C -0.75001 -0.18105 -0.23264
C -0.95631 0.36587 -1.49211
H -0.18184 0.17506 1.91141
H 1.74488 -0.59151 0.07316
H -0.35169 1.62061 0.84661
H -1.19304 -1.15893 0.01940
H -1.01322 -0.21933 -2.40627
H -1.45748 1.33447 -1.56110



Energy above the lowest of the compared OMol25 structures with the same formula, charge and spin values (in kJ/mol) by entry order: 83.95 179.87 158.19 340.08 377.48 746.38 247.17 446.39 163.94.